Record 1
78
Properties=species:S:1:pos:R:3:forces:R:3:lowdin_charge:R:1 method="wB97M-V/def2-TZVPD" mol_weight_g_mol=1034.0 e_homo_ev=-5.03 homo_lumo_gap_ev=3.1 spin_multiplicity=1 e_lumo_ev=-1.94 total_charge=-1
O -14.722750 15.076040 -22.896960 0.279 0.495 0.072 0.043
C -16.478250 14.827540 -21.377440 0.332 -0.533 -0.205 -0.037
H -16.241690 9.929940 -30.343560 -0.287 0.055 -0.175 0.105
H -15.238250 17.756400 -22.580610 0.555 -0.461 -0.163 0.114
C -17.345620 10.186040 -26.705670 0.372 0.488 1.277 -0.036
C -13.856060 5.148220 -28.832790 -3.311 1.496 1.462 -0.044
H -7.606480 9.964340 -26.220550 -0.002 0.073 0.024 0.090
H -10.501390 11.891630 -23.353780 0.532 -0.176 0.462 0.113
H -18.295650 8.675540 -29.483140 0.222 -0.256 -0.154 0.116
H -15.819040 11.630680 -26.425320 0.063 0.203 -0.018 0.109
O -19.084770 8.578900 -27.064830 -0.119 -0.384 -0.323 0.056
O -16.823070 0.774440 -22.823960 -2.640 0.534 3.034 -0.313
H -14.675490 12.431120 -28.391080 -0.128 -0.147 0.274 0.098
C -14.683500 4.103980 -28.450490 1.197 -1.555 0.075 -0.314
H -14.191660 6.131740 -28.538760 -0.155 0.312 -0.241 0.123
C -17.429740 15.365300 -20.605210 -2.721 0.630 1.969 -0.027
F -16.076930 6.237520 -20.685200 -0.992 0.276 -0.603 -0.321
O -22.828130 1.366240 -23.983320 -1.784 -1.768 -2.087 0.182
C -9.463720 9.727860 -25.820050 -0.226 0.556 0.483 -0.309
O -17.703300 3.337310 -17.152280 0.546 1.842 2.471 -0.056
F -17.979080 4.973600 -21.764010 0.157 1.428 -0.104 -0.293
C -21.966170 2.096400 -23.536640 -0.969 1.131 1.767 -1.035
F -18.412030 6.955350 -20.239150 0.202 -0.326 -0.658 -0.303
C -10.692200 9.061330 -26.038680 0.409 -0.247 2.501 0.003
O -15.898270 4.280190 -27.855560 -0.508 0.027 -0.118 0.039
H -13.022170 9.778620 -22.985250 -0.605 0.012 0.232 0.109
C -17.655970 16.734230 -20.514460 0.704 1.532 -0.298 -0.313
O -17.983600 -0.867160 -21.291330 -0.072 4.057 -0.380 -0.299
C -12.721500 5.001040 -29.508280 1.761 -0.609 -0.821 -0.038
O -11.030260 3.458580 -30.229140 0.076 -0.345 -0.300 0.021
C -17.986380 9.264230 -27.491520 -0.793 0.658 0.175 -0.354
H -12.569370 1.607850 -29.124640 0.664 0.193 -0.422 0.121
H -10.788010 8.150520 -26.611090 0.279 0.299 -0.634 0.106
O -12.642980 10.615040 -23.264930 -0.463 -0.293 0.226 0.036
V -17.861980 0.729160 -21.568460 2.459 -3.622 -0.935 1.222
H -14.667310 1.955530 -28.168710 -0.376 -0.001 -0.182 0.117
H -8.417340 11.187500 -24.574280 0.249 0.092 -0.375 0.103
C -15.775890 17.028340 -21.991300 -1.513 1.170 -0.425 -0.007
H -14.649560 14.174560 -22.575120 0.267 -0.244 -0.297 0.092
C -15.660480 15.664390 -22.081690 1.411 -0.249 -0.865 -0.336
O -13.329530 4.647510 -17.785330 -1.624 0.371 0.872 -0.304
Sn -22.430110 5.537690 -20.028990 0.428 -0.276 -0.393 0.627
C -14.179560 2.799730 -28.633280 -0.750 1.137 1.011 0.000
H -19.174390 8.589850 -26.109080 0.209 0.071 0.166 0.105
H -18.573340 18.233930 -19.571630 0.453 -0.057 -0.463 0.097
C -17.694650 2.460210 -18.056390 -1.875 0.976 -0.475 -1.099
As -17.488760 6.685650 -21.718230 0.418 0.970 0.177 0.891
O -18.567140 17.276000 -19.634370 -0.642 -1.270 0.176 0.033
H -15.831810 4.633910 -26.965580 0.152 0.146 0.090 0.113
F -16.960210 8.423340 -21.649880 -0.490 -1.760 -0.198 -0.320
V -14.777470 5.023780 -17.262870 -0.064 -0.445 -1.110 1.198
O -22.055180 3.316100 -23.779130 0.398 1.468 -0.621 0.150
H -18.130820 14.751580 -20.059100 0.114 -0.288 0.207 0.125
C -11.712970 9.240900 -25.061460 0.603 1.285 -0.436 -0.007
C -12.919920 2.628980 -29.153130 -1.145 -0.901 0.008 -0.030
C -11.639050 10.282620 -24.114970 1.859 -0.290 -0.685 -0.342
C -16.578460 10.016750 -29.321080 0.114 -0.130 1.167 0.003
H -16.356820 13.755580 -21.427940 -0.027 -0.122 -0.095 0.130
O -18.738670 1.909300 -18.454360 -1.891 -1.164 -0.636 -0.061
C -12.267590 3.712140 -29.655370 2.482 -0.117 -0.626 -0.327
C -16.870990 17.570950 -21.292940 0.679 -0.797 0.319 -0.022
O -14.882550 11.704300 -28.983080 0.068 -0.542 -0.418 0.028
O -14.680550 6.424480 -16.558740 -0.045 -1.054 -0.355 -0.307
C -16.294460 10.968730 -27.133980 0.458 -0.270 -0.915 -0.025
H -12.600820 8.626620 -25.089050 -0.129 -0.051 -0.155 0.111
C -15.849800 10.875070 -28.466760 -1.473 -0.108 0.320 -0.314
F -18.973710 7.230050 -22.651520 1.890 -0.939 0.758 -0.327
O -8.345280 9.469090 -26.581790 -0.582 -0.455 -0.254 0.027
O -21.247440 1.679310 -22.633730 2.657 -0.738 1.403 0.106
H -10.383730 4.139420 -30.028990 -0.232 0.229 0.053 0.095
C -17.660610 9.237230 -28.814100 1.316 0.482 -1.586 -0.011
H -17.063000 18.633590 -21.310990 0.121 0.156 0.055 0.108
C -9.351020 10.691860 -24.795600 -1.105 -0.225 0.284 -0.032
H -12.156090 5.846060 -29.872510 0.121 0.019 0.038 0.124
F -16.439570 6.439570 -23.131440 -1.233 0.259 0.813 -0.291
C -10.433420 11.000040 -23.959460 -0.903 -0.579 -1.668 -0.010
H -17.709470 10.361680 -25.704090 0.026 -0.183 0.282 0.119
O -16.638600 2.294930 -18.653090 4.568 -1.156 -2.832 -0.045

---

Record 2
77
Properties=species:S:1:pos:R:3:forces:R:3:lowdin_charge:R:1 method="wB97M-V/def2-TZVPD" mol_weight_g_mol=719.7 e_homo_ev=-6.42 relative_energy_kcal_mol=0.0 homo_lumo_gap_ev=8.4 spin_multiplicity=1 e_lumo_ev=1.98 total_charge=-1
C -4.033091 3.605154 -3.425642 -0.642 0.978 -0.006 -0.080
F 0.149810 -0.869194 2.550147 -0.365 0.688 0.661 -0.163
O -5.017575 -1.992916 2.358250 0.314 -0.037 0.525 -0.265
H -4.721966 2.978986 -3.993766 0.389 -0.456 0.058 0.073
H -3.589463 2.173461 -1.905470 0.148 0.263 0.523 0.118
S -0.772097 1.589484 5.418302 0.615 0.339 0.513 0.817
C 0.924705 1.905624 4.813048 -1.382 0.602 -1.040 -0.245
F 1.712881 -1.251455 1.085418 -0.019 0.089 -1.164 -0.171
C 1.793880 -4.363189 1.828279 -1.202 -1.216 -0.904 -0.084
H -0.053825 2.391084 -1.252871 -0.074 0.106 -0.214 0.056
P 0.502245 -0.165847 1.144280 0.082 0.735 0.800 0.192
H 0.913577 3.795439 -0.846688 -0.015 0.018 0.519 0.058
H -2.651861 2.857399 4.704307 0.006 -0.394 0.109 0.045
H -4.815174 -0.233585 1.296391 -0.290 0.144 0.242 0.116
H 2.434794 0.123503 -2.276075 0.004 0.059 -0.022 0.072
S 3.900393 1.919790 -2.075013 -2.127 0.762 0.748 0.634
O -0.825660 2.212731 6.790235 -0.301 -0.150 -0.775 -0.593
C -3.065549 2.941004 -2.474454 0.097 -0.196 -0.673 -0.274
O 4.999449 2.331168 -1.240846 0.082 -0.596 -0.961 -0.279
H 1.349796 -3.375309 1.770833 0.291 0.166 0.122 0.038
O 4.279935 1.812142 -3.652040 0.355 0.237 1.216 -0.244
H 1.144051 2.951182 5.025896 0.100 -0.051 0.277 0.053
C 5.658964 1.795228 -4.005801 1.759 0.036 -0.481 -0.284
H 1.577605 -4.877282 2.762107 -0.063 0.146 0.091 0.065
S -4.447474 -1.361108 3.743419 1.037 -0.841 -0.433 0.616
H 3.346379 -4.556724 -0.926858 0.522 -0.398 -0.605 0.120
H -0.669672 3.346721 0.071060 0.401 0.365 0.288 0.067
F -0.612426 -1.119196 0.442499 0.543 0.123 0.147 -0.158
H 4.114878 -0.424029 -2.155738 0.062 -0.096 0.304 0.052
O -0.718562 4.254008 -3.327694 -0.128 0.141 0.419 -0.288
H -4.530423 -1.833954 -0.403615 -0.137 0.077 -0.304 0.082
H 5.827769 2.623839 -4.695538 -0.296 -0.249 -0.378 0.120
H 3.256626 -4.591518 -3.467600 -0.140 -0.009 -0.050 0.079
S 0.923094 -5.369521 0.547747 0.375 1.422 0.866 0.591
H -2.520845 -0.321727 2.938364 0.678 0.023 0.185 0.045
O -4.711587 -2.370892 4.731385 -0.019 0.577 -0.369 -0.292
H -2.118429 -1.556454 4.317037 0.022 0.818 0.227 0.066
H 6.364986 2.041544 -3.207583 -0.698 -0.088 0.566 0.108
H 2.583266 -6.069774 -1.628965 0.076 0.040 0.308 0.112
H -1.260780 3.681180 4.145687 0.480 -0.214 -0.003 0.054
C -0.097979 3.401097 -0.848569 -0.418 -0.014 -1.151 -0.111
C 2.542584 -4.986433 -1.531150 -1.008 1.052 0.394 -0.236
F 0.847348 0.428469 -0.304852 0.231 -0.129 -0.300 -0.158
H 2.356562 -3.247585 -2.859326 -0.396 0.013 0.231 0.072
H -6.493832 -0.761410 1.666329 0.131 0.173 -0.045 0.120
H 5.535350 -0.300386 -3.901975 -0.047 -0.037 -0.109 0.061
H -2.432144 -2.122660 2.736323 -0.073 0.253 -0.323 0.069
H -2.223647 2.451463 -2.963879 -0.163 -0.043 -0.237 0.107
H 0.765263 1.831461 3.734265 0.574 -0.231 -0.048 0.014
H 7.079651 0.103056 -4.494500 0.210 0.653 -0.210 0.076
S -1.019875 4.488110 -1.941166 -0.393 -0.893 0.986 0.609
O 1.496558 -6.684391 0.580599 0.032 -0.073 -0.416 -0.306
O 1.368338 -4.568331 -0.767686 -0.541 -1.002 0.103 -0.283
O -4.937447 -0.017326 3.867301 -0.127 -0.244 0.128 -0.299
C -5.498210 -1.085956 1.356838 -0.015 0.975 -0.078 -0.290
H 1.515863 -4.739727 -3.442147 -0.236 0.114 0.224 0.082
F 1.554192 0.924200 1.809826 0.107 -0.931 -0.020 -0.190
C 3.368375 0.246203 -1.732182 0.342 0.158 -0.699 -0.109
H -3.558457 4.309696 -4.110299 0.294 -0.264 -0.038 0.076
O 2.705079 2.733856 -2.049472 1.040 -0.568 -0.261 -0.288
F -0.594022 1.021673 1.389666 -0.676 -0.597 -0.144 -0.182
O -2.533219 3.968845 -1.616189 0.451 -0.002 -0.217 -0.270
C 6.040824 0.421256 -4.552814 -1.024 -0.470 0.273 -0.062
H -6.258916 -1.264314 -0.663511 0.425 0.575 -0.110 0.076
H 3.167764 0.083712 -0.678226 0.250 0.215 0.086 0.057
C 2.357251 -4.334242 -2.888404 1.490 -0.347 -0.279 -0.068
O -0.983116 5.799857 -1.377304 0.025 0.093 -0.291 -0.283
H -1.854642 2.244020 3.254417 0.360 -0.306 0.068 0.030
O -0.498252 -5.190392 0.633610 0.746 -0.122 0.064 -0.277
H 2.858230 -4.430859 1.624078 -0.006 0.248 -0.128 0.062
C -5.534652 -1.731707 0.000826 -0.511 -1.429 0.403 -0.072
H 1.692355 1.224695 5.156007 -0.238 -0.190 0.234 0.051
H -5.972509 -2.732727 0.113985 0.335 -0.058 0.024 0.082
C -2.644289 -1.289864 3.406112 -1.690 -0.970 -0.119 -0.099
H -4.686852 4.240254 -2.817234 0.006 -0.091 0.076 0.079
H 5.628359 0.262985 -5.548860 0.199 -0.027 -0.074 0.076
C -1.680511 2.676403 4.237129 -0.226 0.556 0.666 -0.247